[1]
Computed, not measured: a cluster of 2 separate species, C7H17NO in total, with ωB97M-V/def2-TZVPD.

Calculated values
* Kohn-Sham gap: 10.461 eV
* energy: -406.8328 Ha
* relative energy (zero: lowest compared OMol25 entry of this formula, charge and spin): 256.0 kJ/mol
* SMILES: CCN(C)C(C)=O.CC
* HOMO energy: -9.51 eV

Structure (ORCA input):
```
! wB97M-V def2-TZVPD RIJCOSX def2/J DEFGRID3
* xyz 0 1
C 0.92 1.46 1.09
C -0.38 0.79 1.49
N -1.59 0.84 0.56
C -1.93 2.30 0.32
C -1.25 0.31 -0.79
C -0.14 -0.71 -0.97
O -1.92 0.65 -1.74
H 1.56 1.84 1.90
H 0.57 2.34 0.53
H 1.38 0.94 0.26
H -0.18 -0.24 1.76
H -0.67 1.23 2.44
H -2.73 2.51 1.02
H -1.26 3.12 0.09
H -2.67 2.16 -0.49
H 0.72 -0.26 -1.47
H -0.03 -1.14 0.00
H -0.35 -1.53 -1.66
C 2.45 -2.19 0.51
C 2.78 -3.04 -0.69
H 1.41 -1.79 0.47
H 2.31 -2.79 1.42
H 3.12 -1.35 0.62
H 2.83 -4.11 -0.51
H 3.76 -2.82 -1.11
H 2.04 -2.92 -1.49
*
```


[2]
Computed, not measured: the molecule C7H17NO, with ωB97M-V/def2-TZVPD.

Calculated values
* Kohn-Sham gap: 10.352 eV
* energy: -406.9154 Ha
* relative energy (zero: lowest compared OMol25 entry of this formula, charge and spin): 39.2 kJ/mol
* SMILES: CC(C)[C@H](C)[C@](C)(N)O
* HOMO energy: -9.53 eV

Structure (ORCA input):
```
! wB97M-V def2-TZVPD RIJCOSX def2/J DEFGRID3
* xyz 0 1
C -1.64 1.03 0.97
C -0.38 1.44 0.21
C 0.64 2.05 1.17
C 0.25 0.31 -0.64
C -0.50 0.17 -1.96
C 0.41 -1.08 0.04
C 1.58 -1.84 -0.60
N -0.78 -1.88 -0.16
O 0.70 -0.89 1.42
H -1.40 0.30 1.74
H -2.39 0.63 0.30
H -2.07 1.91 1.46
H -0.66 2.22 -0.51
H 0.19 2.89 1.71
H 0.96 1.31 1.90
H 1.51 2.42 0.63
H 1.27 0.64 -0.87
H -0.08 -0.63 -2.57
H -0.43 1.10 -2.52
H -1.55 -0.06 -1.79
H 1.43 -1.95 -1.67
H 2.51 -1.30 -0.42
H 1.67 -2.83 -0.16
H -0.67 -2.80 0.26
H -1.59 -1.43 0.26
H 1.02 -1.72 1.79
*
```


[3]
Computed, not measured: a structure of composition C7H17NO, with ωB97M-V/def2-TZVPD.

Calculated values
* Kohn-Sham gap: 9.089 eV
* energy: -406.7692 Ha
* relative energy (zero: lowest compared OMol25 entry of this formula, charge and spin): 423.1 kJ/mol
* HOMO energy: -8.05 eV

Structure (ORCA input):
```
! wB97M-V def2-TZVPD RIJCOSX def2/J DEFGRID3
* xyz 0 1
C -0.40 0.69 0.67
C 0.33 0.40 -0.53
C 0.14 -1.44 -0.27
C -1.90 0.61 0.75
C -0.24 0.79 -1.87
C 0.52 -2.01 1.08
C 1.03 -2.01 -1.36
N 0.65 2.83 1.68
O 0.03 2.42 0.47
H 0.11 0.46 1.60
H 1.40 0.57 -0.41
H -0.91 -1.65 -0.50
H 1.53 3.29 1.44
H 0.07 3.56 2.10
H -2.39 0.76 -0.21
H -2.21 -0.35 1.17
H -2.24 1.40 1.43
H -1.18 0.27 -2.07
H -0.45 1.86 -1.85
H 0.46 0.59 -2.67
H 1.50 -1.64 1.39
H 2.07 -1.72 -1.21
H 0.57 -3.10 1.03
H -0.21 -1.77 1.85
H 0.73 -1.69 -2.36
H 0.99 -3.10 -1.35
*
```


[4]
Computed, not measured: the molecule C7H17NOSi, with ωB97M-V/def2-TZVPD.

Calculated values
* Kohn-Sham gap: 6.319 eV
* energy: -696.2775 Ha
* relative energy (zero: lowest compared OMol25 entry of this formula, charge and spin): 368.1 kJ/mol
* HOMO energy: -5.99 eV

Structure (ORCA input):
```
! wB97M-V def2-TZVPD RIJCOSX def2/J DEFGRID3
* xyz 0 1
C 1.33 -1.52 -1.16
C 2.39 -0.69 -0.57
C 0.05 -0.84 -1.58
C 2.04 -0.20 0.85
C 2.16 1.29 1.10
C -3.29 -0.90 1.46
C -1.10 2.35 -0.52
N -2.48 -1.28 0.31
O -1.78 1.18 -0.17
Si -1.15 -0.31 -0.19
H 1.88 -2.17 -1.92
H 0.98 -2.38 -0.38
H 3.31 -1.40 -0.60
H 2.60 0.12 -1.25
H 0.12 0.07 -2.13
H -0.50 -1.57 -2.17
H 2.43 -0.72 1.65
H 1.83 1.98 0.29
H 3.14 1.68 1.37
H 1.52 1.52 1.91
H -2.91 -1.42 2.32
H -3.14 0.21 1.65
H -4.35 -0.97 1.18
H -1.90 3.19 -0.15
H -0.91 2.53 -1.55
H -0.15 2.44 0.00
H -2.12 -2.20 0.29
*
```


[5]
Computed, not measured: a structure of composition C7H17O3P, with ωB97M-V/def2-TZVPD.

Calculated values
* Kohn-Sham gap (spin up / spin down): 7.556 / 7.554 eV
* energy: -843.8301 Ha
* relative energy (zero: lowest compared OMol25 entry of this formula, charge and spin): 361.7 kJ/mol
* HOMO energy (spin up / spin down): -8.23 / -8.23 eV

Structure (ORCA input):
```
! wB97M-V def2-TZVPD RIJCOSX def2/J DEFGRID3
* xyz 0 1
C 3.03 -0.68 0.99
C -1.20 3.29 0.27
C -0.74 -0.45 -2.18
C -1.73 -2.38 0.39
C 2.04 -1.38 0.04
C 0.01 2.33 0.16
C -0.52 0.28 -0.87
O -2.62 0.10 0.60
O 0.76 -1.39 0.42
O 0.04 1.49 -0.95
P -1.30 -0.59 0.56
H 4.19 -0.93 0.72
H 2.94 0.37 0.94
H 2.89 -1.01 2.01
H -1.35 3.75 1.24
H -1.18 3.96 -0.54
H -2.01 2.57 0.06
H 0.15 -0.82 -2.78
H -1.33 0.32 -2.75
H -1.29 -1.36 -2.01
H -2.37 -2.69 -0.46
H -0.96 -3.08 0.71
H -2.48 -2.32 1.22
H 2.37 -2.47 0.22
H 2.39 -1.19 -1.02
H 0.00 1.71 1.01
H 0.99 2.84 0.12
H -0.73 -0.28 1.89
*
```


[6]
Computed, not measured: a cluster of 2 separate species, C7H17O3SSi in total, with ωB97M-V/def2-TZVPD.

Calculated values
* Kohn-Sham gap: 7.500 eV
* energy: -1190.2515 Ha
* relative energy (zero: lowest compared OMol25 entry of this formula, charge and spin): 0.0 kJ/mol
* HOMO energy: -3.97 eV

Structure (ORCA input):
```
! wB97M-V def2-TZVPD RIJCOSX def2/J DEFGRID3
* xyz -1 1
C -2.57 1.89 4.22
C 0.89 -1.95 -2.82
C 0.98 0.43 -3.57
C 0.75 0.30 1.82
C -1.93 0.74 4.57
C 0.19 -0.62 -2.81
C -0.43 0.02 1.04
O -0.79 1.24 -1.15
O -0.93 2.74 0.75
O -2.70 1.17 0.43
Si -0.04 -0.30 -0.92
S -1.29 1.41 0.36
H -2.25 2.62 3.58
H -1.24 -0.59 1.41
H -3.46 2.17 4.61
H 0.90 -2.43 -3.76
H 1.88 -1.77 -2.65
H 0.51 -2.65 -2.07
H 0.31 1.30 -3.82
H 1.23 -0.14 -4.55
H 1.88 0.69 -3.07
H 1.09 1.08 1.15
H 1.53 -0.48 1.83
H 0.75 0.62 2.80
H -0.97 0.66 4.09
H -2.54 0.18 5.25
H -0.87 -0.75 -3.12
H -1.29 -0.98 -0.98
H 1.46 -0.08 -0.70
*
```


[7]
Computed, not measured: a cluster of 2 separate species, C7H17P in total, with ωB97M-V/def2-TZVPD.

Calculated values
* Kohn-Sham gap: 8.563 eV
* energy: -618.0580 Ha
* relative energy (zero: lowest compared OMol25 entry of this formula, charge and spin): 500.1 kJ/mol
* HOMO energy: -8.32 eV

Structure (ORCA input):
```
! wB97M-V def2-TZVPD RIJCOSX def2/J DEFGRID3
* xyz 0 1
C 3.10 -1.41 -0.04
C -1.80 0.57 0.77
C -1.58 -1.12 -1.16
C -0.47 -1.56 1.13
C 1.20 1.27 1.04
C 0.48 1.52 -1.74
C -0.90 -0.48 0.09
P 0.80 0.21 -0.45
H 3.43 -0.66 0.65
H 3.43 -1.01 -0.98
H -2.62 0.03 1.07
H -1.24 0.89 1.65
H -2.27 1.44 0.17
H -1.08 -2.09 -1.27
H -1.29 -0.63 -2.11
H -2.72 -1.14 -1.06
H 0.26 -1.06 1.85
H -1.45 -1.81 1.63
H -0.06 -2.52 0.67
H 0.39 1.93 1.36
H 1.28 0.62 1.91
H 2.11 1.69 0.78
H -0.01 0.94 -2.55
H -0.24 2.22 -1.44
H 1.27 2.15 -1.96
*
```


[8]
Computed, not measured: a cluster of 2 separate species, C7H18 in total, with ωB97M-V/def2-TZVPD.

Calculated values
* Kohn-Sham gap (spin up / spin down): 2.441 / 11.267 eV
* energy: -277.4160 Ha
* relative energy (zero: lowest compared OMol25 entry of this formula, charge and spin): 68.3 kJ/mol
* HOMO energy (spin up / spin down): 1.34 / -7.50 eV

Structure (ORCA input):
```
! wB97M-V def2-TZVPD RIJCOSX def2/J DEFGRID3
* xyz -1 2
C 0.59 -1.28 0.66
C 0.10 -1.33 2.09
C 1.98 -0.67 0.63
C 0.38 -2.64 -0.04
H -0.06 -0.58 0.12
H -0.20 -0.34 2.43
H 0.78 -1.74 2.83
H 2.73 -1.45 0.82
H 2.31 -0.28 -0.35
H 2.12 0.26 1.18
H -0.41 -3.17 0.51
H -0.05 -2.50 -1.04
H 1.26 -3.26 -0.18
H -0.84 -1.91 2.22
C -0.88 1.30 -1.23
C -1.31 1.67 0.18
C -0.73 2.52 -2.15
H -0.03 0.62 -1.29
H -1.71 0.73 -1.67
H -2.05 2.47 0.16
H -1.24 2.40 -3.12
H -1.18 3.48 -1.85
H -0.45 2.25 0.60
H -1.43 0.83 0.85
H 0.33 2.60 -2.37
*
```


[9]
Computed, not measured: a cluster of 2 separate species, C7H18 in total, with ωB97M-V/def2-TZVPD.

Calculated values
* Kohn-Sham gap: 12.058 eV
* energy: -277.4494 Ha
* relative energy (zero: lowest compared OMol25 entry of this formula, charge and spin): 128.6 kJ/mol
* SMILES: CC(C)C.CCC
* HOMO energy: -10.95 eV

Structure (ORCA input):
```
! wB97M-V def2-TZVPD RIJCOSX def2/J DEFGRID3
* xyz 0 1
C 1.45 -3.04 1.05
C 0.74 -1.71 0.84
C 1.07 -0.64 1.89
C 1.07 -1.07 -0.53
H 1.10 -3.35 2.01
H 2.54 -3.02 0.99
H 1.03 -3.74 0.32
H -0.40 -1.63 0.74
H 0.39 -0.72 2.75
H 2.15 -0.57 2.14
H 0.97 0.39 1.55
H 1.15 -0.01 -0.58
H 2.07 -1.35 -0.92
H 0.37 -1.36 -1.35
C -2.30 1.29 -0.48
C -1.37 2.49 -0.64
C -0.63 2.51 -1.97
H -2.26 0.78 0.48
H -2.22 0.70 -1.39
H -3.45 1.49 -0.42
H -1.98 3.39 -0.65
H -0.56 2.44 0.11
H 0.09 3.33 -1.91
H -0.06 1.59 -2.08
H -1.35 2.71 -2.75
*
```


[10]
Computed, not measured: a structure of composition C7H18AlBBrCaCl2CsF4O6S2, with ωB97M-V/def2-TZVPD.

Calculated values
* Kohn-Sham gap: 1.356 eV
* energy: -6383.6995 Ha
* HOMO energy: -6.77 eV

Structure (ORCA input):
```
! wB97M-V def2-TZVPD RIJCOSX def2/J DEFGRID3
* xyz 0 1
C -0.45 1.43 -1.07
C -0.36 1.79 0.40
O 0.37 0.78 1.10
C 1.51 1.27 1.74
C 1.16 2.30 2.81
B 0.54 1.79 4.18
S 0.04 0.08 4.56
H 0.51 1.66 -1.57
H -1.29 1.95 -1.52
H -0.62 0.36 -1.15
H 0.11 2.79 0.48
H -1.36 1.83 0.83
H 2.06 0.47 2.20
H 2.20 1.74 1.03
H 0.46 3.04 2.41
H 2.06 2.87 3.07
H 0.40 2.60 5.05
H -0.72 -0.43 3.54
Ca -0.12 4.61 2.72
F 1.34 2.17 -2.94
Br 0.45 0.87 7.10
Cs -1.45 -1.12 6.18
Cl 2.55 3.05 -4.65
Cl 1.85 3.35 -6.74
Al 2.35 3.18 -9.11
C -6.33 -3.11 7.68
O -5.08 -3.36 7.28
H -7.10 -3.11 6.88
H -6.74 -3.80 8.45
H -6.48 -2.11 8.16
C -3.22 -4.07 1.17
O -3.48 -4.41 2.53
H -3.52 -4.91 0.56
H -3.79 -3.19 0.88
H -2.15 -3.88 1.02
H -3.22 -3.67 3.08
C 4.54 -1.45 -8.52
F 3.68 -1.77 -7.53
F 5.66 -2.15 -8.31
F 4.00 -1.89 -9.67
S 4.88 0.35 -8.57
O 5.43 0.65 -7.27
O 3.55 0.92 -8.80
O 5.79 0.51 -9.67
*
```


[11]
Computed, not measured: a structure of composition C7H18ClHoI2OP2, with ωB97M-V/def2-TZVPD.

Calculated values
* Kohn-Sham gap (spin up / spin down): 5.361 / 5.481 eV
* energy: -3038.5628 Ha
* HOMO energy (spin up / spin down): -13.78 / -13.78 eV

Structure (ORCA input):
```
! wB97M-V def2-TZVPD RIJCOSX def2/J DEFGRID3
* xyz 2 5
I -5.59 -2.59 -0.91
I -5.94 -1.32 1.46
Ho 0.65 0.09 0.06
P -0.43 2.17 -1.25
C -2.14 2.40 -1.67
C 0.03 3.69 -0.34
H 1.55 2.31 -2.66
H 0.25 3.33 -3.30
H 0.20 1.57 -3.51
C 0.47 2.38 -2.82
H 1.09 3.67 -0.07
H -0.17 4.59 -0.92
H -2.34 3.33 -2.20
H -2.76 2.37 -0.77
H -0.54 3.74 0.59
H -2.49 1.57 -2.30
C -1.76 -0.61 -0.03
O -2.86 -0.92 -0.04
Cl 2.89 1.15 -0.09
C 0.84 -3.85 2.03
P 0.84 -2.25 1.25
C 1.42 -1.17 2.67
C 2.22 -2.48 0.01
H 0.11 -3.85 2.84
H 1.85 -4.03 2.42
H 0.58 -4.60 1.29
H 2.15 -1.75 3.26
H 1.86 -0.18 2.43
H 0.55 -1.00 3.33
H 2.98 -3.13 0.47
H 1.80 -3.05 -0.84
H 2.71 -1.57 -0.39
*
```


[12]
Computed, not measured: a structure of composition C7H18ClIO2PTb, with ωB97M-V/def2-TZVPD.

Calculated values
* Kohn-Sham gap (spin up / spin down): 6.059 / 8.664 eV
* energy: -2351.0625 Ha
* HOMO energy (spin up / spin down): -16.60 / -16.63 eV

Structure (ORCA input):
```
! wB97M-V def2-TZVPD RIJCOSX def2/J DEFGRID3
* xyz 2 7
C -1.80 0.05 -1.15
I 0.32 -2.07 -1.30
H -0.88 0.33 -0.61
H -2.39 -0.40 -0.32
H -2.17 1.01 -1.60
Tb 1.25 0.31 1.33
P 1.26 1.57 -1.40
C 1.25 1.20 -3.18
C 0.74 3.32 -1.61
H 3.31 2.09 -0.16
H 3.37 2.62 -1.88
H 3.58 0.88 -1.47
C 3.07 1.81 -1.20
H 0.64 3.81 -0.63
H 1.49 3.87 -2.23
H 1.80 1.99 -3.73
H 0.23 1.16 -3.59
H -0.24 3.36 -2.13
H 1.73 0.23 -3.39
C -1.42 -0.91 -2.19
O -1.83 -1.13 -3.29
Cl 1.33 2.35 2.68
C -1.81 -2.20 4.03
C -0.92 -1.00 3.71
O -0.36 -0.97 2.25
H -2.79 -2.16 3.53
H -2.04 -2.20 5.12
H -1.33 -3.17 3.82
H -1.45 -0.04 3.76
H 0.00 -0.95 4.27
H -0.96 -1.49 1.67
*
```


> Which formula does entry 4 have?

C7H17NOSi